1.
98
Properties=species:S:1:pos:R:3:forces:R:3 method="wB97M-V/def2-TZVPD" de_lowest_kj_mol=132.13 e_homo_ha=-0.1013 orbital_gap_ev=6.779 charge=-2
Mg 1.941001 0.574922 -0.497341 -0.1 0.1 -0.4
C -1.141719 4.916226 5.188596 0.0 0.0 0.0
C -0.348915 4.698502 3.926635 0.0 0.0 0.0
C -0.694062 3.685064 3.039954 0.0 0.0 0.0
C 0.022868 3.480998 1.868196 0.0 0.0 0.0
C 1.095402 4.301907 1.558862 -0.1 0.1 -0.1
C 1.454435 5.314006 2.438793 0.1 0.0 0.0
C 0.742526 5.504351 3.612716 0.0 0.0 0.0
S 1.982396 4.167360 -0.005294 0.2 -0.1 0.1
O 3.373236 4.091443 0.390558 0.0 0.1 0.0
O 1.580643 5.372499 -0.711567 0.0 0.0 0.0
N 1.522176 2.853390 -0.706534 0.0 -0.2 0.1
C 0.291511 2.962644 -1.480303 -0.1 0.1 0.0
C -0.633535 1.782804 -1.214435 -0.3 0.1 -0.1
O -1.852128 1.931678 -1.341661 0.1 0.0 -0.1
O -0.070319 0.672220 -0.906769 0.7 -0.3 0.3
H -1.066274 4.057484 5.860321 0.0 0.0 0.0
H -2.201828 5.062617 4.969218 0.0 0.0 0.0
H -0.787099 5.794634 5.729719 0.0 0.0 0.0
H -1.540396 3.043264 3.256593 0.0 0.0 0.0
H -0.255313 2.675558 1.199108 0.0 0.0 0.0
H 2.300428 5.945565 2.197786 0.0 0.0 0.0
H 1.037742 6.293890 4.296801 0.0 0.0 0.0
H 0.510769 2.950853 -2.558672 0.0 0.0 0.0
H -0.274129 3.876909 -1.297030 0.0 0.0 0.0
C -5.174905 -5.011236 -0.222059 0.0 0.0 0.0
C -4.847032 -4.182992 0.841295 0.0 0.0 0.0
C -4.178796 -2.985754 0.620870 -0.1 0.0 0.0
C -3.828243 -2.582720 -0.668270 0.0 -0.2 0.1
C -4.155434 -3.433426 -1.728213 0.0 0.0 0.0
C -4.824620 -4.627754 -1.510474 0.0 0.0 0.0
P -2.705568 -1.156132 -0.964817 0.0 0.3 -0.2
C -3.517686 -0.456414 -2.460406 -0.2 -0.1 0.0
C -4.900059 -0.430235 -2.651869 0.0 -0.1 0.0
C -5.453586 0.092590 -3.811465 0.0 0.0 0.0
C -4.625522 0.580214 -4.814162 0.0 0.0 0.0
C -3.249670 0.540136 -4.647196 0.0 0.0 0.0
C -2.702039 0.029257 -3.478481 0.0 0.1 0.0
C -3.239850 -0.038483 0.392738 0.0 -0.1 0.1
C -4.371049 0.771773 0.394445 0.0 0.0 0.0
C -4.705278 1.518489 1.513923 0.0 0.0 0.0
C -3.914950 1.465695 2.654363 0.0 0.0 0.0
C -2.770888 0.682540 2.657430 0.0 0.0 0.0
C -2.433399 -0.053581 1.529576 0.0 0.0 0.0
H -5.692300 -5.947149 -0.049377 0.0 0.0 0.0
H -5.105225 -4.470021 1.853949 0.0 0.0 0.0
H -3.929922 -2.355422 1.466076 0.0 0.0 0.0
H -3.879488 -3.156927 -2.739259 0.0 0.0 0.0
H -5.066898 -5.265594 -2.352587 0.0 0.0 0.0
H -5.553317 -0.849400 -1.895021 0.0 0.0 0.0
H -6.530597 0.117599 -3.931849 0.0 0.0 0.0
H -5.053167 0.992559 -5.720669 0.0 0.0 0.0
H -2.593611 0.915651 -5.422639 0.0 0.0 0.0
H -1.630045 0.033228 -3.340222 0.0 0.0 0.0
H -4.976065 0.855471 -0.497779 0.0 0.0 0.0
H -5.581684 2.155612 1.491396 0.0 0.0 0.0
H -4.179878 2.049292 3.528612 0.0 0.0 0.0
H -2.126452 0.655257 3.528046 0.0 0.0 0.0
H -1.520740 -0.635221 1.523279 0.0 0.0 0.0
Cl 3.132446 1.265407 1.845475 0.2 0.0 -0.1
C 4.416146 1.478001 0.617059 -0.1 0.0 0.4
C 4.090792 1.138365 -0.673916 -0.1 0.3 0.1
C 5.091042 1.370929 -1.591623 0.0 -0.1 0.0
Cl 4.773246 0.988416 -3.277593 0.0 0.0 0.0
C 6.345947 1.871848 -1.253881 0.0 0.0 0.0
Cl 7.576408 2.117867 -2.450826 0.0 0.0 0.0
C 6.619928 2.171096 0.080031 -0.1 0.0 0.1
Cl 8.173950 2.775925 0.540427 0.0 0.0 0.0
C 5.634947 1.976325 1.047271 0.0 0.0 -0.2
Cl 5.944505 2.356347 2.700025 0.0 0.0 0.1
C 4.082132 -4.223230 0.448925 0.0 0.1 0.0
Si 3.793028 -2.332285 0.469123 -0.1 0.0 0.1
C 3.389038 -2.053101 2.311775 0.0 0.0 0.0
C 5.542397 -1.689311 0.106766 0.0 0.0 0.0
C 2.514952 -1.677922 -0.681427 0.0 0.0 0.1
Si 1.166085 -2.823665 -1.141817 -0.1 0.0 -0.1
C -0.015070 -3.147222 0.299865 0.0 0.0 0.0
C 1.595577 -4.598236 -1.724742 0.1 0.1 0.0
C 0.304860 -2.167380 -2.685577 -0.1 0.0 0.0
H 4.928886 -4.418570 1.116966 0.0 -0.1 0.0
H 4.327374 -4.612118 -0.542155 0.0 0.0 0.0
H 3.225526 -4.786917 0.826141 0.0 0.0 0.0
H 4.082132 -1.354437 2.786080 0.0 0.0 0.0
H 3.438564 -3.000997 2.856520 0.0 0.0 0.0
H 2.384038 -1.644015 2.436539 0.0 0.0 0.0
H 6.275732 -2.433842 0.432160 0.0 0.0 0.0
H 5.778597 -0.746692 0.604051 0.0 0.0 0.0
H 5.673256 -1.527766 -0.966798 0.0 0.0 0.0
H 3.043850 -1.451781 -1.624617 0.0 0.0 0.0
H -0.921689 -3.668847 -0.021120 0.0 0.0 0.0
H -0.314813 -2.219738 0.786836 0.0 0.0 0.0
H 0.492890 -3.772272 1.042799 0.0 0.0 0.0
H 1.842413 -5.290739 -0.919208 0.0 0.0 0.0
H 2.437584 -4.594605 -2.423631 0.0 0.0 0.0
H 0.721640 -4.993329 -2.254484 0.0 0.0 0.0
H -0.114109 -1.177149 -2.518509 0.0 0.0 0.1
H -0.495198 -2.836002 -3.020199 0.0 0.0 0.0
H 1.049555 -2.096064 -3.486142 0.0 0.0 0.0

2.
97
Properties=species:S:1:pos:R:3:forces:R:3 method="wB97M-V/def2-TZVPD" multiplicity=4 e_homo_ha="-0.4651 / -0.4647" orbital_gap_ev="6.948 / 5.709" charge=+2 s2=3.83
Mn 0.104717 -0.025143 -0.355666 -0.4 -0.3 -0.3
C -1.385601 -4.527638 3.699050 0.0 0.0 0.0
O -2.452278 -3.607310 3.455383 0.0 0.1 0.0
C -2.646230 -2.700219 4.478954 0.0 0.0 0.0
C -3.595901 -2.965768 5.452676 0.0 0.0 0.0
C -3.818025 -2.054986 6.471064 0.0 0.0 0.0
C -3.097225 -0.869734 6.513803 0.0 0.0 0.0
C -2.165977 -0.592596 5.528321 0.0 0.0 0.0
C -1.933696 -1.503175 4.503830 0.0 0.0 0.0
N -0.917736 -1.188801 3.538629 0.0 -0.1 -0.1
C -1.133662 -0.894041 2.223514 0.1 0.1 0.1
N -2.118545 -1.527893 1.612025 0.1 -0.1 0.1
C -2.578507 -1.255908 0.321386 -0.3 -0.1 -0.2
C -1.820262 -0.606716 -0.631132 0.2 0.0 0.2
C -2.470104 -0.273040 -1.836407 0.0 0.0 0.1
C -3.763038 -0.686094 -2.096903 -0.1 0.0 0.0
C -4.482826 -1.424346 -1.161576 0.1 0.1 0.0
C -3.896599 -1.695699 0.059745 0.1 0.0 0.1
O -4.483039 -2.366941 1.074694 0.1 0.0 0.0
C -5.812471 -2.843767 0.883582 0.0 0.0 0.0
N -0.338934 -0.011478 1.598274 0.1 0.1 0.0
C 0.368552 0.863169 2.484007 0.0 0.1 0.0
C 1.749768 0.797627 2.627332 0.0 0.0 0.0
C 2.429030 1.684558 3.449030 0.0 0.0 0.0
C 1.719820 2.637593 4.166800 0.0 0.0 0.0
C 0.336327 2.680115 4.079122 0.0 0.0 0.0
C -0.344090 1.798999 3.250501 0.0 0.1 0.0
O -1.712376 1.787880 3.299720 0.1 -0.1 0.0
C -2.408556 2.311428 2.174056 0.0 0.1 0.0
H -1.320108 -5.158541 2.816259 0.0 0.0 0.0
H -1.609331 -5.133384 4.578506 0.0 0.0 0.0
H -0.444292 -3.991217 3.848920 0.0 0.0 0.0
H -4.146952 -3.895090 5.399176 0.0 0.0 0.0
H -4.555968 -2.269097 7.231370 0.0 0.0 0.0
H -3.267229 -0.156783 7.307808 0.0 0.0 0.0
H -1.618816 0.341695 5.536273 0.0 0.0 0.0
H -0.137876 -0.684077 3.933273 0.0 0.0 0.0
H -2.520377 -2.334098 2.092643 0.0 0.1 0.0
H -1.955373 0.303033 -2.593474 0.0 0.0 0.0
H -4.227336 -0.435880 -3.042278 0.0 0.0 0.0
H -5.489833 -1.746485 -1.377621 0.0 0.0 0.0
H -6.079418 -3.349868 1.805975 0.0 0.0 0.0
H -5.854272 -3.549346 0.052049 0.0 0.0 0.0
H -6.497560 -2.012526 0.707677 0.0 0.0 0.0
H 2.298167 0.037507 2.088420 0.0 0.0 0.0
H 3.503905 1.614868 3.544068 0.0 0.0 0.0
H 2.237809 3.329423 4.816312 0.0 0.0 0.0
H -0.245192 3.383625 4.660340 0.0 0.0 0.0
H -3.465011 2.266720 2.423321 0.0 0.0 0.0
H -2.223462 1.705770 1.283553 0.0 0.0 0.0
H -2.121551 3.352487 1.999651 0.0 0.0 0.0
O -0.674797 1.734331 -1.012131 0.0 0.1 0.5
C -0.084033 2.853999 -1.705800 0.0 -0.1 -0.2
C 0.505430 3.868556 -0.749211 -0.1 0.0 0.1
C 1.315158 3.176170 0.353171 -0.1 -0.1 0.0
C 2.341555 2.244154 -0.216452 0.2 0.2 -0.1
C 3.611250 2.828009 -0.555935 -0.2 -0.1 0.1
C 4.586000 2.077819 -1.209116 0.0 -0.1 0.0
C 4.327980 0.767722 -1.472593 0.1 0.1 0.0
C 3.047566 0.147070 -1.052464 0.0 0.1 0.0
N 2.046230 0.996914 -0.458432 0.0 0.0 0.0
H -1.619547 1.839514 -0.848423 -0.1 0.0 -0.2
H -0.843269 3.290272 -2.354490 0.0 0.0 0.0
H 0.680229 2.412226 -2.345757 0.0 0.0 0.0
H -0.284278 4.451948 -0.270902 0.0 0.0 0.0
H 1.107931 4.572855 -1.326901 0.0 0.0 0.0
H 0.622734 2.622350 0.978889 0.0 0.0 0.0
H 1.809083 3.908565 0.990368 0.0 0.1 0.0
H 3.772374 3.865349 -0.301316 0.0 0.0 0.0
H 5.526053 2.527370 -1.496745 0.0 0.0 0.0
H 5.042237 0.130395 -1.974791 0.0 0.0 0.0
H 2.574478 -0.385006 -1.881764 0.1 0.0 0.0
O -0.396424 -3.353310 0.400185 0.0 0.0 0.0
C 0.728536 -2.995888 0.567917 0.1 0.0 -0.1
N 1.250555 -1.720551 0.080677 -0.2 -0.3 0.1
C 2.537686 -1.769933 0.286543 0.1 0.1 0.0
O 3.430597 -0.891236 -0.081055 -0.1 0.0 0.0
C 2.995710 -2.965627 1.007206 -0.1 0.0 0.0
C 4.242875 -3.371401 1.433522 -0.1 0.0 0.0
C 4.303687 -4.602873 2.084432 0.0 0.0 0.0
C 3.165665 -5.382295 2.270047 0.0 0.0 0.0
C 1.914326 -4.964682 1.815583 0.1 0.1 0.0
C 1.859659 -3.736162 1.194349 0.0 0.0 0.0
H 5.128844 -2.773094 1.275591 0.0 0.0 0.0
H 5.255483 -4.966649 2.445932 0.0 0.0 0.0
H 3.260290 -6.335051 2.772902 0.0 0.0 0.0
H 1.034355 -5.579670 1.938249 0.0 0.0 0.0
C -0.644089 -2.931470 -2.787881 0.1 0.0 0.1
S -0.159605 -1.338179 -3.426562 -0.1 0.0 0.0
C 1.285198 -1.853546 -4.334111 0.1 0.0 0.0
O 0.460337 -0.535247 -2.273273 0.2 0.2 0.0
H 0.170949 -3.351678 -2.204391 0.0 0.0 0.0
H -0.875778 -3.563680 -3.644189 0.0 0.0 0.0
H -1.525403 -2.796524 -2.167408 0.0 0.0 0.0
H 0.966778 -2.534066 -5.122568 0.0 0.0 0.0
H 1.981861 -2.349938 -3.659145 0.0 0.0 0.0
H 1.734330 -0.970113 -4.781987 0.0 0.0 0.0

Number 1: total energy -155800.8051 eV. Number 2: total energy -106102.2716 eV.